Record 1
Below is a single C2H5FN2 molecule, with properties calculated with ωB97M-V/def2-TZVPD.

Geometry (Å):
H  -0.678  1.831  -1.194
N  0.093  1.538  -0.502
C  0.062  0.398  -0.011
N  1.313  0.102  0.518
C  -0.903  -0.609  0.204
F  0.010  -1.585  -0.684
H  1.981  0.707  0.022
H  1.297  -1.010  0.580
H  -1.219  -1.255  1.325
H  -1.956  -0.116  -0.257

Energy relative to the best compared isomer or geometry (same formula, charge and spin) ... 75.3 kcal/mol
Charge ... 0
Frontier orbital gap ... 9.55 eV
SMILES ... [H]/N=C(/N)CF
LUMO energy ... 0.45 eV

Here are the Mulliken charges for atoms 1 to 8, given in e:
1 H 0.21
2 N -0.71
3 C 0.66
4 N -0.58
5 C -0.29
6 F -0.36
7 H 0.30
8 H 0.29

***

Record 2
Below is 5 unconnected molecules or ions with the total composition C11H32O6PS5, with properties calculated with ωB97M-V/def2-TZVPD.

Geometry (Å):
C  -0.485  -4.677  -2.766
C  0.387  -5.901  -2.550
C  -0.226  -7.164  -1.987
P  2.083  -5.800  -2.717
O  2.443  -4.523  -3.722
O  2.726  -7.131  -3.486
S  3.197  -5.540  -1.100
H  0.047  -3.735  -2.589
H  -1.366  -4.645  -2.113
H  -0.849  -4.630  -3.811
H  -1.285  -7.225  -2.274
H  -0.219  -7.172  -0.881
H  0.254  -8.077  -2.352
H  1.915  -4.712  -4.510
H  2.009  -7.651  -3.865
C  3.282  -1.939  -0.084
S  1.674  -1.391  -0.672
O  1.158  -2.452  -1.574
C  2.301  -0.061  -1.711
H  3.128  -2.804  0.556
H  3.904  -2.225  -0.933
H  3.750  -1.133  0.486
H  2.993  -0.469  -2.450
H  2.798  0.679  -1.090
H  1.458  0.404  -2.217
C  3.984  3.402  0.460
S  2.378  3.954  -0.135
O  1.856  2.898  -1.043
C  3.006  5.288  -1.169
H  3.824  2.537  1.102
H  4.613  3.122  -0.385
H  4.451  4.202  1.035
H  3.699  4.887  -1.907
H  3.503  6.028  -0.542
H  2.159  5.749  -1.674
C  -1.398  2.809  3.203
S  -1.050  1.133  2.649
O  0.373  0.847  2.985
C  -1.123  1.508  0.891
H  -1.366  2.823  4.289
H  -0.644  3.490  2.803
H  -2.393  3.099  2.869
H  -0.393  2.280  0.646
H  -2.129  1.845  0.633
H  -0.892  0.602  0.334
C  -6.250  4.531  4.401
S  -5.913  2.845  3.865
O  -4.494  2.555  4.203
C  -5.974  3.195  2.100
H  -6.215  4.551  5.488
H  -5.492  5.204  3.998
H  -7.242  4.828  4.062
H  -5.235  3.957  1.850
H  -6.975  3.533  1.832
H  -5.746  2.275  1.567

Energy relative to the best compared isomer or geometry (same formula, charge and spin) ... 2.9 kcal/mol
Charge ... -1
Frontier orbital gap ... 3.23 eV
LUMO energy ... 1.61 eV

Here are the Mulliken charges for atoms 1 to 8, given in e:
1 C -0.96
2 C 0.41
3 C -1.26
4 P 0.54
5 O -0.51
6 O -0.51
7 S -0.64
8 H 0.07